43
Properties=species:S:1:pos:R:3:lowdin_charge:R:1 method="wB97M-V/def2-TZVPD" energy_ha=-3984.1837 multiplicity=4 total_charge=+1
Tc 0.11 -0.11 1.00 1.149
N -1.56 3.60 -0.09 0.225
C -1.09 2.53 0.53 -0.502
O -0.45 1.66 -0.09 -0.124
C -1.30 2.37 2.01 -0.197
C -1.24 0.88 2.36 -0.320
H -1.41 3.71 -1.08 0.136
H -2.08 4.30 0.40 0.129
H -2.23 2.84 2.33 0.125
H -0.48 2.90 2.50 0.097
H -2.24 0.45 2.29 0.030
H -0.92 0.74 3.39 0.049
C 3.42 -2.60 0.17 0.008
C 2.32 -1.93 -0.60 -0.653
O 1.88 -2.40 -1.65 0.029
O 1.88 -0.80 -0.12 -0.313
H 4.38 -2.35 -0.30 0.093
H 3.29 -3.68 0.11 0.093
H 3.42 -2.27 1.20 0.069
Br 0.33 -2.01 2.44 0.155
N 3.56 3.17 1.35 0.111
C 2.81 2.14 0.94 -0.823
N 2.85 1.81 -0.35 0.143
S 1.84 1.38 2.12 0.717
H 4.23 3.61 0.75 0.123
H 3.56 3.42 2.32 0.104
H 3.51 2.27 -0.96 0.128
H 2.53 0.88 -0.60 0.071
C -1.24 -2.50 -3.72 0.004
C -1.57 -1.97 -2.37 -0.266
C -2.76 -1.91 -1.67 0.037
C -2.45 -1.37 -0.42 -0.309
N -1.14 -1.10 -0.37 -0.107
N -0.62 -1.45 -1.57 0.069
C -3.40 -1.15 0.71 -0.025
H -2.12 -2.95 -4.16 0.087
H -0.45 -3.24 -3.65 0.093
H -0.89 -1.70 -4.38 0.092
H -3.73 -2.24 -2.00 0.122
H 0.40 -1.65 -1.71 0.106
H -4.32 -1.69 0.51 0.091
H -3.65 -0.09 0.81 0.080
H -2.98 -1.51 1.64 0.072

9
Properties=species:S:1:pos:R:3:lowdin_charge:R:1 method="wB97M-V/def2-TZVPD" energy_ha=-2840.3745 multiplicity=3 relative_energy_kj_mol=244.5
C -0.85 0.91 -0.07 -0.381
C 1.29 -0.36 0.24 -0.216
C -0.23 -0.38 -0.29 -0.605
O -0.14 1.88 -0.19 0.098
O 2.38 -0.65 -0.20 0.137
Br -1.21 -1.83 0.70 0.629
H -1.95 0.89 -0.02 0.117
H 1.05 0.24 1.13 0.138
H -0.33 -0.71 -1.29 0.083

22
Properties=species:S:1:pos:R:3:lowdin_charge:R:1 method="wB97M-V/def2-TZVPD" energy_ha=-400.6140 relative_energy_kj_mol=207.4
C 1.47 -1.33 -0.24 -0.086
C 0.57 0.32 1.31 -0.531
N 0.33 1.57 1.55 0.062
N 0.48 -0.67 2.28 0.142
N 0.85 -0.05 0.03 -0.084
H -0.11 1.73 2.45 0.057
H 0.57 -0.36 3.24 0.095
H 0.86 -1.58 2.09 0.073
H 0.07 2.26 0.14 0.095
H 1.85 -1.31 -1.26 0.090
H 0.77 -2.18 -0.16 0.081
H 2.31 -1.50 0.44 0.089
C 0.03 0.54 -1.19 -0.310
C -1.11 -0.38 -1.53 -0.149
C -0.45 1.94 -0.96 -0.104
C -1.85 -1.04 -0.66 0.012
H 0.79 0.51 -1.98 0.128
H -1.36 -0.39 -2.58 0.103
H -1.48 1.98 -0.61 0.070
H -1.64 -1.01 0.40 0.054
H -0.27 2.59 -1.81 0.062
H -2.69 -1.64 -0.97 0.052

77
Properties=species:S:1:pos:R:3:lowdin_charge:R:1 method="wB97M-V/def2-TZVPD" energy_ha=-4598.4301 multiplicity=4 relative_energy_kj_mol=0.0 total_charge=-1
V -3.15 1.14 -2.65 1.168
Ag 0.05 0.10 -0.16 0.831
N -1.19 1.50 -3.13 -0.392
S -0.27 1.10 -4.29 0.491
O 1.00 0.44 -3.96 -0.252
O -0.37 1.99 -5.45 -0.278
F -1.18 -0.17 -4.70 -0.192
S -0.02 2.56 -2.40 0.578
O 0.38 3.68 -3.20 -0.222
O 0.86 1.98 -1.43 -0.288
F -1.13 3.31 -1.55 -0.174
C -5.09 3.62 1.00 -0.631
F -5.93 3.96 0.06 0.144
F -4.31 4.70 1.19 0.122
F -5.77 3.42 2.17 0.113
S -4.23 2.01 0.42 0.609
O -3.65 2.36 -0.85 -0.397
O -3.14 1.69 1.40 -0.324
O -5.33 1.01 0.38 -0.269
C -2.68 -1.37 -0.50 -1.141
O -2.50 -0.37 -1.21 -0.149
O -1.78 -2.08 -0.17 -0.038
O -3.80 -1.70 -0.19 0.016
C 1.44 2.17 2.59 -0.067
C 0.00 2.45 2.20 -0.334
O -0.57 1.34 1.63 -0.141
H 1.57 1.39 3.35 0.065
H 1.88 3.11 2.93 0.071
H 2.09 2.00 1.73 0.067
H -0.06 3.25 1.47 0.111
H -0.57 2.90 3.02 0.120
H -1.48 1.59 1.46 0.016
C 0.52 -4.51 -3.63 -0.106
C -0.36 -4.27 -2.41 -0.313
O -0.87 -2.93 -2.47 -0.093
H -0.03 -4.27 -4.54 0.069
H 1.01 -5.47 -3.74 0.062
H 1.34 -3.79 -3.54 0.062
H 0.29 -4.42 -1.55 0.102
H -1.20 -4.95 -2.50 0.104
H -1.09 -2.60 -1.60 -0.011
C 1.80 -1.70 3.30 -0.068
C 0.50 -2.19 2.61 -0.249
O 0.86 -2.59 1.27 -0.125
H 2.09 -0.76 2.83 0.051
H 2.64 -2.37 3.16 0.067
H 1.60 -1.68 4.37 0.074
H -0.15 -1.32 2.56 0.094
H -0.08 -3.01 3.04 0.120
H 0.14 -3.00 0.79 0.074
C -3.80 -1.15 5.41 -0.080
C -3.58 -0.12 4.28 -0.337
O -3.53 -0.81 3.07 -0.065
H -3.08 -1.96 5.30 0.066
H -4.81 -1.56 5.45 0.066
H -3.65 -0.73 6.41 0.057
H -2.61 0.39 4.34 0.097
H -4.25 0.74 4.31 0.102
H -3.30 -0.15 2.42 0.037
C 4.22 1.56 -3.37 -0.057
C 4.51 2.33 -2.01 -0.285
O 5.20 3.51 -2.37 -0.093
H 3.82 0.57 -3.18 0.045
H 5.11 1.49 -4.00 0.065
H 3.60 2.16 -4.04 0.067
H 5.09 1.69 -1.35 0.090
H 3.60 2.65 -1.50 0.095
H 4.81 4.29 -1.97 0.077
C 4.14 -1.95 -1.36 -0.081
C 3.62 -1.16 -0.20 -0.324
O 2.24 -1.04 -0.37 -0.128
H 3.60 -2.90 -1.41 0.079
H 5.21 -2.12 -1.33 0.073
H 4.00 -1.50 -2.35 0.062
H 4.04 -0.16 -0.16 0.098
H 3.89 -1.64 0.74 0.112
H 1.81 -1.69 0.19 0.014

11
Properties=species:S:1:pos:R:3:lowdin_charge:R:1 method="wB97M-V/def2-TZVPD" energy_ha=-699.6207 relative_energy_kj_mol=135.1
C 0.45 0.96 0.10 -0.014
C 0.54 -0.47 0.16 -0.365
C -1.57 0.09 0.12 -0.921
N -0.92 1.27 0.16 0.055
N 1.61 -1.32 0.16 0.136
O -0.70 -0.94 0.05 0.059
S -3.20 -0.05 -0.01 0.618
H 1.33 1.50 -0.09 0.088
H -1.50 2.01 -0.16 0.129
H 2.40 -0.81 -0.23 0.107
H 1.56 -2.25 -0.24 0.108

51
Properties=species:S:1:pos:R:3:lowdin_charge:R:1 method="wB97M-V/def2-TZVPD" energy_ha=-1459.7755 multiplicity=5 relative_energy_kj_mol=0.0 total_charge=+2
P 0.70 -2.08 2.10 0.880
P 0.17 2.12 2.68 0.904
C 0.36 -0.42 1.35 -0.364
C 1.17 0.76 1.94 -0.295
H -0.72 -0.29 1.54 0.062
H 0.42 -0.40 0.20 0.032
H 1.88 0.49 2.74 0.101
H 1.78 1.27 1.16 0.112
C -1.18 2.39 1.52 -0.166
H -2.06 2.83 2.01 0.093
H -1.48 1.50 0.94 0.016
H -0.80 3.13 0.79 0.071
C 1.12 3.63 2.62 -0.143
H 0.73 4.24 1.80 0.081
H 2.17 3.38 2.43 0.081
H 1.01 4.17 3.57 0.087
C -0.41 -3.12 1.13 -0.167
H -0.56 -4.08 1.64 0.084
H 0.05 -3.29 0.15 0.061
H -1.37 -2.61 0.99 0.068
C 2.30 -2.88 1.84 -0.155
H 3.14 -2.23 2.11 0.072
H 2.39 -3.15 0.77 0.077
H 2.36 -3.81 2.42 0.090
Ru -0.75 0.17 -1.43 1.183
C 0.02 1.54 -2.63 -0.335
C -1.43 1.62 -2.57 -0.369
C -2.33 0.95 -3.55 -0.200
C -1.94 -0.54 -3.79 -0.192
C -1.23 -1.26 -2.68 -0.341
C 0.21 -1.25 -2.43 -0.368
C 1.18 -0.64 -3.41 -0.200
C 0.82 0.84 -3.71 -0.186
C 0.22 -2.02 3.84 -0.162
H 0.53 2.42 -2.22 0.093
H -1.82 2.51 -2.07 0.097
H -2.38 1.51 -4.49 0.128
H -3.35 0.97 -3.14 0.114
H -2.89 -1.09 -3.86 0.117
H -1.48 -0.64 -4.78 0.121
H -1.76 -2.14 -2.29 0.102
H 0.59 -2.10 -1.85 0.080
H 1.20 -1.23 -4.34 0.124
H 2.20 -0.71 -3.00 0.110
H 1.78 1.38 -3.75 0.113
H 0.38 0.92 -4.72 0.123
H 1.03 -1.62 4.47 0.075
H -0.01 -3.03 4.21 0.083
H -0.66 -1.39 4.02 0.064
N -0.85 1.55 5.39 0.198
C -0.44 1.76 4.31 -0.251